[1]
{"formula": "C5H14N2S", "method": "wB97M-V/def2-TZVPD", "elements": ["C", "N", "C", "N", "H", "H", "H", "H", "H", "H", "H", "C", "C", "C", "S", "H", "H", "H", "H", "H", "H", "H"], "xyz": [[0.25775, 0.82546, -2.04763], [0.99089, -2.71638, -1.77648], [0.83982, -1.47132, -2.25042], [0.41712, -0.51467, -1.52396], [-0.79898, 1.09363, -2.07833], [0.68171, 0.91394, -3.05331], [0.76909, 1.53117, -1.39286], [0.86441, -2.88185, -0.78648], [1.43388, -3.42042, -2.33324], [1.09620, -1.30384, -3.29467], [0.18938, -0.79791, -0.25715], [-1.43681, 1.54906, 1.22193], [-0.84920, 0.92527, 2.47803], [0.40191, 0.10028, 2.20329], [0.07509, -1.41449, 1.23467], [-0.71781, 2.22132, 0.74723], [-2.33885, 2.12341, 1.44344], [-1.68251, 0.76863, 0.50305], [-0.59976, 1.70239, 3.20323], [-1.59321, 0.27463, 2.94940], [0.85628, -0.21443, 3.13715], [1.14359, 0.70613, 1.67310]], "e_tot_ha": -706.57691, "lumo_energy_ev": 0.64, "fmax_ha_per_bohr": 0.0129, "multiplicity": 1, "orbital_gap_ev": 8.1}

---

[2]
{"formula": "C5H14N3", "method": "wB97M-V/def2-TZVPD", "elements": ["C", "N", "C", "N", "H", "H", "H", "H", "H", "H", "H", "C", "C", "N", "C", "H", "H", "H", "H", "H", "H", "H"], "xyz": [[0.20551, 2.35334, 0.66103], [1.47538, -0.74620, 2.14667], [1.38168, 0.46313, 1.58249], [0.28076, 1.06125, 1.32978], [-0.02320, 2.26569, -0.41297], [1.13820, 2.89485, 0.83373], [-0.62769, 2.83858, 1.16341], [0.71663, -1.40675, 2.05745], [2.39987, -1.12560, 2.28001], [2.29597, 1.01263, 1.36670], [-0.57572, 0.61989, 1.55100], [1.06137, -0.52754, -2.04619], [-0.03696, -1.15553, -1.56341], [-1.36052, -0.74988, -1.65499], [-2.31065, -1.23633, -0.63457], [0.97921, 0.39538, -2.62978], [2.06137, -0.93294, -1.87962], [0.06611, -2.20634, -1.24112], [-1.52371, 0.23698, -1.87196], [-3.35640, -0.96156, -0.84864], [-2.21385, -2.33127, -0.53025], [-2.03335, -0.76179, 0.34122]], "e_tot_ha": -362.90510, "lumo_energy_ev": -3.50, "fmax_ha_per_bohr": 0.0329, "multiplicity": 1, "orbital_gap_ev": 7.8, "total_charge": 1}